Density functional theory data (ωB97M-V/def2-TZVPD) for C4H8N4 in the gas phase in a non-equilibrium geometry.

HOMO-LUMO gap: 8.663 eV
HOMO: -0.29567 hartree
Energy relative to the best compared isomer or geometry (same formula, charge and spin): 112.92 kcal per mole
Structure (SMILES): C1=C\NNCC/N=N/1

The geometry in ORCA input format:
```
! wB97M-V def2-TZVPD RIJCOSX def2/J DEFGRID3
* xyz 0 1
N -0.160 -1.292 -0.695
H -2.411 0.963 0.540
H 2.761 0.824 0.112
C -1.539 -0.974 -0.166
C -1.354 0.432 0.457
H -0.698 1.005 -1.262
H -1.793 -1.565 0.737
N 0.597 -1.734 0.214
C 1.835 -0.950 0.027
H -2.258 -1.084 -0.960
N 0.839 1.343 -0.131
N -0.518 1.349 -0.336
H 1.043 2.416 -0.092
H 2.788 -1.533 0.143
C 1.804 0.404 -0.047
H -0.938 0.394 1.459
*
```

Density functional theory data (ωB97M-V/def2-TZVPD) for C4H8N4 in the gas phase in a non-equilibrium geometry.

HOMO-LUMO gap (spin up / spin down): 8.207 / 7.765 eV
HOMO (spin up / spin down): -0.30115 / -0.27639 hartree
Energy relative to the best compared isomer or geometry (same formula, charge and spin): 213.82 kcal per mole

The geometry in ORCA input format:
```
! wB97M-V def2-TZVPD RIJCOSX def2/J DEFGRID3
* xyz 0 1
N 0.412 1.577 -0.928
C 0.514 2.021 1.457
H 1.236 1.782 -1.400
N -0.029 0.465 -1.826
C 0.328 1.315 0.378
H 0.420 -3.210 1.292
H 0.552 3.146 1.343
N -1.047 -0.383 -1.489
H 0.357 -1.772 2.478
H -0.518 -2.216 -1.195
C 0.209 -2.224 1.555
H -0.180 0.787 -2.750
H 0.591 1.441 2.451
N -0.723 -1.470 -0.681
H -1.891 0.127 -1.309
C -0.231 -1.385 0.623
*
```

Density functional theory data (ωB97M-V/def2-TZVPD) for C4H8N4 in the gas phase in a non-equilibrium geometry.

HOMO-LUMO gap: 7.530 eV
HOMO: -0.24341 hartree
Energy relative to the best compared isomer or geometry (same formula, charge and spin): 63.83 kcal per mole
Structure (SMILES): N=C=C(N)/C(N)=C/N

The geometry in ORCA input format:
```
! wB97M-V def2-TZVPD RIJCOSX def2/J DEFGRID3
* xyz 0 1
N -1.490 -0.909 0.768
H 2.149 -2.436 0.789
N -1.325 2.001 0.070
C 0.965 -0.801 0.454
C -0.312 -0.254 0.440
H 1.794 -0.195 0.785
H -2.287 -0.709 0.182
H -1.696 2.012 1.011
H -1.324 2.785 -0.565
N 1.570 1.522 -1.816
H 0.524 -2.803 0.181
H 1.207 1.709 -2.753
H -1.399 -1.891 0.977
C 0.756 1.109 -0.980
N 1.189 -2.181 0.620
C -0.321 1.039 -0.163
*
```

Density functional theory data (ωB97M-V/def2-TZVPD) for a molecular structure, C4H8N4 in a non-equilibrium geometry.

HOMO-LUMO gap: 8.475 eV
HOMO: -0.31967 hartree
Energy relative to the best compared isomer or geometry (same formula, charge and spin): 182.45 kcal per mole

The geometry in ORCA input format:
```
! wB97M-V def2-TZVPD RIJCOSX def2/J DEFGRID3
* xyz 0 1
H 0.928 -1.779 -0.176
H -2.638 1.165 -0.906
N -0.841 1.533 0.451
C 0.182 -1.023 -0.373
H -0.628 -0.872 1.837
H 1.095 2.069 0.097
N -2.724 0.148 -0.808
C -0.951 -1.010 0.818
N 2.282 0.005 -0.340
H -1.537 -1.911 0.506
H 2.561 -0.333 0.918
H 2.801 1.368 -0.385
H -0.200 -0.985 -1.579
C 0.368 1.297 0.086
C -1.595 0.233 0.188
N 0.898 0.095 -0.334
*
```

Density functional theory data (ωB97M-V/def2-TZVPD) for a gas-phase ion, C4H8N4 (charge +2) in a non-equilibrium geometry.

HOMO-LUMO gap (spin up / spin down): 6.910 / 5.387 eV
HOMO (spin up / spin down): -0.59419 / -0.74189 hartree
Expectation value of S²: 2.008

The geometry in ORCA input format:
```
! wB97M-V def2-TZVPD RIJCOSX def2/J DEFGRID3
* xyz 2 3
C -2.379 0.783 0.814
H 0.210 -0.940 -0.612
C -1.761 -0.284 -0.018
H -3.470 -1.375 -0.360
N -2.931 1.427 1.578
N 1.637 0.767 0.363
N -2.492 -1.261 -0.455
H 2.207 1.411 0.962
C 2.506 0.063 -0.538
H -2.113 -2.065 -0.915
H 2.259 -0.178 -1.592
H -0.210 1.325 1.269
H 3.095 -0.652 -0.002
H 3.476 0.653 -0.861
N -0.402 -0.274 -0.146
C 0.369 0.600 0.512
*
```

Density functional theory data (ωB97M-V/def2-TZVPD) for C4H8N4O in the gas phase in a non-equilibrium geometry.

HOMO-LUMO gap: 9.044 eV
HOMO: -0.30622 hartree
Energy relative to the best compared isomer or geometry (same formula, charge and spin): 105.15 kcal per mole
Structure (SMILES): ON1/C=N\CCN/N=C\1

The geometry in ORCA input format:
```
! wB97M-V def2-TZVPD RIJCOSX def2/J DEFGRID3
* xyz 0 1
H 1.033 -1.286 2.222
C -1.546 0.229 -0.290
H -1.052 0.330 -2.439
C 0.504 -0.920 1.367
N -0.522 -1.587 0.991
H 2.501 0.458 -0.665
N 1.124 0.226 0.837
N -1.279 -1.202 -0.101
H -1.404 0.794 0.651
C -0.748 0.825 -1.487
H 2.820 -0.222 1.551
H -1.028 1.865 -1.627
H -2.150 -1.721 -0.035
C 1.417 0.508 -0.521
H -2.601 0.377 -0.569
N 0.695 0.779 -1.510
O 2.237 0.546 1.625
*
```